[1]
Here is a structure of composition C25H26Cl2N8O2Pd in a non-equilibrium geometry from OMol25. Energies are from ωB97M-V/def2-TZVPD.

CARTESIAN COORDINATES (ANGSTROEM)
Pd  0.22  0.01  0.17
C  -4.76  -2.25  2.37
N  -3.38  -1.84  2.13
C  -2.88  -1.20  1.06
N  -1.62  -0.88  1.28
C  -1.40  -1.36  2.53
N  -2.44  -1.94  3.09
C  -5.69  -1.06  2.32
C  -6.80  -1.01  1.49
C  -7.55  0.16  1.38
C  -7.17  1.30  2.07
C  -6.06  1.25  2.91
C  -5.34  0.07  3.05
C  -5.46  2.44  3.54
N  -5.08  2.61  4.76
N  -4.28  3.75  4.76
C  -4.24  4.17  3.54
O  -5.01  3.42  2.71
C  -3.32  5.13  2.92
C  -3.71  6.02  1.92
C  -2.74  6.75  1.25
C  -1.40  6.56  1.53
C  -1.01  5.68  2.53
C  0.44  5.32  2.74
N  0.80  4.14  1.95
C  0.25  2.91  1.97
N  0.81  2.15  1.05
C  1.73  2.98  0.48
N  1.75  4.20  0.99
C  -1.98  5.00  3.24
H  -4.75  -2.71  3.36
H  -5.06  -3.01  1.65
H  -3.45  -0.97  0.18
H  -0.44  -1.28  3.03
H  -7.07  -1.88  0.90
H  -8.41  0.19  0.73
H  -7.72  2.22  1.95
H  -4.46  0.06  3.68
H  -4.76  6.12  1.66
H  -3.04  7.45  0.48
H  -0.64  7.09  0.96
H  0.63  5.11  3.79
H  1.11  6.10  2.42
H  -0.55  2.62  2.63
H  2.37  2.68  -0.33
H  -1.70  4.29  4.02
Cl  2.09  -1.28  1.32
C  3.42  -2.17  2.14
Cl  4.93  -2.17  1.19
H  3.12  -3.20  2.27
H  3.63  -1.69  3.09
C  0.61  -0.75  -3.51
C  -0.32  0.50  -3.57
C  0.26  1.39  -2.47
O  1.63  1.02  -2.39
C  1.59  -0.40  -2.39
H  1.14  -0.88  -4.45
H  0.06  -1.67  -3.29
H  -1.36  0.25  -3.38
H  -0.25  0.98  -4.54
H  -0.24  1.16  -1.50
H  0.20  2.46  -2.67
H  1.17  -0.78  -1.42
H  2.60  -0.78  -2.51

Calculated values
Total charge: 0
HOMO level in eV: -6.37
LUMO level in Ha: 0.0110

[2]
Here is a structure of composition C38H35CeClN2Si2 in a non-equilibrium geometry from OMol25. Energies are from ωB97M-V/def2-TZVPD.

CARTESIAN COORDINATES (ANGSTROEM)
C  -1.59  3.74  1.14
C  -0.65  2.77  1.63
C  0.25  2.45  0.57
H  -0.61  2.36  2.64
C  -0.11  3.25  -0.57
C  -1.25  4.04  -0.21
H  -1.73  4.78  -0.85
H  -2.37  4.22  1.72
H  1.12  1.80  0.63
H  0.42  3.28  -1.52
Ce  -2.03  1.65  -0.28
Si  0.10  -1.39  -0.57
C  0.09  -1.81  1.23
C  -0.57  -3.00  1.59
H  -1.16  -3.52  0.83
C  -0.42  -3.50  2.88
H  -0.87  -4.46  3.14
C  0.28  -2.75  3.83
H  0.38  -3.14  4.83
C  0.82  -1.50  3.52
H  1.35  -0.90  4.26
C  0.67  -1.00  2.22
H  1.01  0.01  1.96
C  1.62  -0.28  -0.98
C  2.89  -0.30  -0.16
H  2.87  -0.58  0.89
C  3.94  0.62  -0.56
H  4.86  0.62  0.03
C  3.73  1.51  -1.60
H  4.51  2.23  -1.84
C  2.55  1.52  -2.36
H  2.46  2.24  -3.18
C  1.53  0.63  -2.09
H  0.64  0.57  -2.72
H  -0.61  -0.02  -0.38
Si  2.49  -1.93  -1.09
C  3.48  -2.20  -2.61
C  4.70  -2.88  -2.40
H  4.75  -3.73  -1.72
C  5.85  -2.37  -3.01
H  6.83  -2.76  -2.74
C  5.73  -1.33  -3.94
H  6.63  -0.85  -4.33
C  4.47  -0.91  -4.38
H  4.38  -0.15  -5.16
C  3.32  -1.43  -3.78
H  2.33  -1.17  -4.13
C  2.61  -3.46  0.01
C  3.40  -3.41  1.16
H  3.95  -2.49  1.42
C  3.50  -4.53  1.99
H  4.12  -4.48  2.88
C  2.82  -5.71  1.68
H  2.90  -6.58  2.33
C  2.00  -5.74  0.55
H  1.45  -6.65  0.31
C  1.90  -4.63  -0.29
H  1.24  -4.66  -1.16
H  -1.02  -1.98  -1.30
Cl  -3.06  0.01  -1.98
N  -3.65  1.51  1.82
C  -4.92  2.19  1.65
C  -5.90  2.18  2.62
C  -7.07  2.96  2.43
C  -7.25  3.72  1.28
C  -6.26  3.74  0.26
C  -6.36  4.49  -0.93
C  -5.35  4.45  -1.87
C  -4.23  3.65  -1.63
N  -4.10  2.94  -0.49
C  -5.09  2.96  0.46
H  -3.10  1.97  2.56
H  -3.81  0.57  2.20
H  -5.75  1.58  3.53
H  -7.83  2.96  3.20
H  -8.14  4.34  1.15
H  -7.24  5.11  -1.06
H  -5.41  5.01  -2.80
H  -3.44  3.55  -2.37

Calculated values
Total charge: +1
HOMO level (alpha / beta) in eV: -8.65 / -8.65
LUMO level (alpha / beta) in Ha: -0.1231 / -0.1232
Multiplicity: 2

[3]
Here is a structure of composition C43H38Br2ClN7O4Ta from OMol25. Energies are from ωB97M-V/def2-TZVPD.

CARTESIAN COORDINATES (ANGSTROEM)
Ta  0.37  -0.05  0.09
C  -0.77  3.18  0.54
N  -0.20  2.11  1.35
C  -0.81  1.92  2.66
C  -1.39  0.55  2.74
N  -1.13  -0.39  1.87
C  -1.77  -1.55  2.34
C  -1.77  -2.87  1.90
C  -2.49  -3.79  2.63
C  -3.19  -3.44  3.79
C  -3.17  -2.15  4.26
C  -2.44  -1.23  3.52
N  -2.18  0.12  3.74
C  -1.41  2.60  -0.68
N  -1.19  1.36  -1.05
C  -1.83  1.21  -2.29
C  -1.88  0.14  -3.18
C  -2.60  0.32  -4.35
C  -3.26  1.52  -4.63
C  -3.20  2.60  -3.77
C  -2.47  2.41  -2.61
N  -2.18  3.27  -1.55
H  -1.50  3.76  1.10
H  0.01  3.87  0.22
H  0.80  2.27  1.46
H  -0.08  2.05  3.45
H  -1.60  2.65  2.83
H  -1.23  -3.18  1.02
H  -2.51  -4.82  2.29
H  -3.75  -4.20  4.32
H  -3.69  -1.86  5.17
H  -2.49  0.67  4.52
H  -1.37  -0.79  -2.98
H  -2.67  -0.50  -5.06
H  -3.82  1.61  -5.56
H  -3.70  3.53  -3.99
H  -2.47  4.23  -1.46
C  3.72  -1.43  -0.44
C  2.64  -2.38  -0.87
C  3.03  -3.61  -1.45
C  2.11  -4.50  -1.91
C  0.74  -4.17  -1.83
C  -0.34  -4.96  -2.32
Br  0.01  -6.64  -3.11
C  -1.62  -4.52  -2.23
C  -1.91  -3.27  -1.64
Br  -3.69  -2.69  -1.50
C  -0.90  -2.48  -1.15
O  -1.08  -1.30  -0.58
C  0.43  -2.94  -1.24
N  1.35  -2.08  -0.72
H  4.65  -1.70  -0.93
H  3.88  -1.49  0.64
H  3.48  -0.40  -0.67
H  4.09  -3.82  -1.53
H  2.42  -5.44  -2.35
H  -2.43  -5.13  -2.60
C  2.95  2.17  2.38
C  3.25  0.78  2.88
C  4.26  0.59  3.82
C  4.51  -0.65  4.36
C  3.73  -1.73  3.97
C  2.74  -1.59  3.01
C  1.93  -2.80  2.60
C  2.51  -0.33  2.42
N  1.58  -0.21  1.41
H  3.82  2.82  2.50
H  2.15  2.63  2.98
H  2.65  2.17  1.34
H  4.84  1.45  4.14
H  5.29  -0.78  5.10
H  3.90  -2.71  4.42
H  2.00  -3.57  3.36
H  2.30  -3.23  1.67
H  0.88  -2.55  2.45
C  4.99  1.12  -4.35
C  5.21  1.22  -2.86
C  6.21  0.48  -2.25
C  6.45  0.57  -0.89
Cl  7.66  -0.44  -0.16
C  5.73  1.46  -0.10
C  4.75  2.22  -0.70
C  4.46  2.07  -2.05
O  3.43  2.85  -2.55
C  2.28  2.12  -2.91
C  1.66  1.37  -1.74
O  1.50  1.88  -0.60
O  1.23  0.19  -1.91
H  5.90  0.80  -4.84
H  4.70  2.09  -4.77
H  4.21  0.40  -4.59
H  6.82  -0.20  -2.85
H  5.94  1.53  0.96
H  4.18  2.95  -0.14
H  2.46  1.40  -3.70
H  1.55  2.84  -3.26

Calculated values
Total charge: +1
HOMO level in eV: -10.06
LUMO level in Ha: -0.0934

[4]
Here is a cluster of 2 separate species, C9H14 in total from OMol25. Energies are from ωB97M-V/def2-TZVPD.

CARTESIAN COORDINATES (ANGSTROEM)
C  2.52  1.29  1.35
C  1.22  -0.53  0.21
C  1.55  0.20  1.43
C  0.35  -1.58  0.22
C  0.93  -0.20  2.62
C  -0.17  -2.03  1.43
C  0.14  -1.31  2.63
H  1.65  -0.14  -0.71
H  0.04  -2.02  -0.71
H  2.72  1.77  2.30
H  2.27  2.11  0.67
H  1.11  0.33  3.55
H  -0.79  -2.91  1.47
H  -0.31  -1.62  3.57
H  3.46  0.87  0.94
C  -1.98  0.55  -1.89
C  -2.19  0.94  -3.36
H  -2.64  -0.28  -1.63
H  -0.98  0.15  -1.71
H  -2.18  1.38  -1.21
H  -1.38  1.58  -3.70
H  -3.15  1.44  -3.50
H  -2.18  0.02  -3.95

Calculated values
Total charge: +1
HOMO level (alpha / beta) in eV: -14.55 / -14.55
LUMO level (alpha / beta) in Ha: -0.1650 / -0.3033
Multiplicity: 2

[5]
Here is a cluster of 8 separate species, C24H39F3O24 in total in a non-equilibrium geometry from OMol25. Energies are from ωB97M-V/def2-TZVPD.

CARTESIAN COORDINATES (ANGSTROEM)
C  -6.47  1.19  -2.37
C  -5.22  0.43  -2.73
O  -4.97  -0.38  -1.63
C  -5.65  0.12  -0.55
O  -5.44  -0.16  0.57
O  -6.57  1.01  -0.95
F  -4.16  1.21  -3.06
H  -7.40  0.88  -2.84
H  -6.37  2.26  -2.55
H  -5.41  -0.22  -3.59
C  4.93  -0.39  4.68
C  5.17  -0.47  3.18
O  4.01  -1.16  2.76
C  3.00  -0.93  3.63
O  1.87  -1.17  3.50
O  3.51  -0.36  4.76
F  6.30  -1.18  2.94
H  5.33  0.50  5.15
H  5.34  -1.24  5.24
H  5.15  0.50  2.68
C  7.19  4.12  -0.40
C  5.94  3.79  0.41
O  6.08  2.41  0.61
C  6.89  1.89  -0.37
O  7.05  0.74  -0.56
O  7.49  2.89  -1.06
F  4.79  4.09  -0.26
H  7.99  4.54  0.21
H  6.96  4.84  -1.18
H  5.92  4.39  1.32
C  4.08  -5.44  -0.51
O  3.13  -4.45  -0.88
C  3.37  -3.14  -0.82
O  2.58  -2.35  -1.26
O  4.52  -2.85  -0.23
C  5.10  -1.57  -0.45
H  3.78  -5.85  0.45
H  5.13  -5.16  -0.50
H  3.97  -6.21  -1.28
H  6.15  -1.60  -0.65
H  4.80  -0.84  0.32
H  4.53  -1.09  -1.27
C  -1.33  3.76  0.78
O  -2.54  4.57  0.72
C  -3.51  4.15  -0.08
O  -3.45  3.22  -0.83
O  -4.51  5.01  0.04
C  -5.69  4.70  -0.73
H  -0.88  3.67  -0.20
H  -1.61  2.75  1.09
H  -0.79  4.23  1.59
H  -5.50  4.74  -1.79
H  -6.38  5.46  -0.34
H  -6.18  3.76  -0.45
C  -0.72  -2.81  -2.98
O  -0.17  -2.89  -4.29
C  -1.02  -3.29  -5.22
O  -2.02  -3.91  -5.04
O  -0.56  -2.91  -6.40
C  -1.27  -3.27  -7.59
H  -0.14  -2.12  -2.37
H  -0.82  -3.79  -2.53
H  -1.71  -2.37  -3.11
H  -2.34  -3.26  -7.42
H  -0.88  -4.25  -7.88
H  -1.00  -2.54  -8.35
C  -7.02  -1.25  4.37
O  -6.18  -2.19  5.05
C  -4.92  -2.35  4.66
O  -4.17  -3.07  5.25
O  -4.61  -1.55  3.65
C  -3.34  -1.76  3.01
H  -7.97  -1.20  4.89
H  -7.12  -1.43  3.30
H  -6.57  -0.25  4.43
H  -3.14  -2.82  2.87
H  -2.55  -1.37  3.64
H  -3.45  -1.27  2.05
C  2.81  1.99  1.62
O  1.53  1.42  1.64
C  1.00  1.16  0.44
O  1.56  1.43  -0.59
O  -0.20  0.69  0.65
C  -1.02  0.42  -0.50
H  3.59  1.33  1.17
H  3.23  2.06  2.62
H  2.82  2.88  1.00
H  -1.94  -0.01  -0.12
H  -0.56  -0.39  -1.06
H  -1.20  1.31  -1.10

Calculated values
Total charge: 0
HOMO level in eV: -10.23
LUMO level in Ha: 0.0080

[6]
Here is an isolated molecule of C3H4N4O in a non-equilibrium geometry from OMol25. Energies are from ωB97M-V/def2-TZVPD.

CARTESIAN COORDINATES (ANGSTROEM)
C  0.38  1.05  0.36
C  -0.80  -0.73  -0.69
C  0.63  -1.21  0.80
H  -0.08  2.82  0.66
H  -1.45  -1.95  -2.29
H  1.33  -2.00  1.35
H  1.81  0.48  1.38
N  -0.92  0.83  -0.15
N  -1.58  -0.94  -1.75
N  -0.34  -1.71  0.09
N  1.31  0.10  0.64
O  0.98  2.25  0.54

Calculated values
Total charge: 0
HOMO level in eV: -9.15
LUMO level in Ha: -0.0055

We obtain energy relative to the best compared isomer or geometry (same formula, charge and spin) values of 84.7, 30.8, 0.0, 9.8, 149.9, 423.0 kJ/mol for the records listed above, in that order.